A molecular structure, C5H8F6N7NdO6S2 at a distorted geometry. Source: the Open Molecules 2025 dataset; level of theory: ωB97M-V/def2-TZVPD.

The geometry in XYZ format:
```
35
Properties=species:S:1:pos:R:3:mulliken_charge:R:1
Nd 0.13644 -1.10279 -0.38268 1.625
N -1.53272 0.85278 1.19948 -0.366
N -2.83581 0.96627 0.68141 -0.270
C -3.07447 0.40766 -0.53067 0.609
N -4.21856 0.69313 -1.17301 -0.337
N -2.12101 -0.44435 -1.02314 -0.382
N -2.35628 -1.40292 -2.01987 1.288
O -1.37800 -2.20416 -2.14021 -0.678
O -3.40521 -1.46925 -2.65221 -0.562
H -1.63784 0.50928 2.14052 0.266
H -0.99511 1.70626 1.22463 0.251
H -3.60650 1.42424 1.18916 0.227
H -4.77790 1.49368 -0.86850 0.227
H -4.38950 0.28313 -2.09481 0.235
F 3.77674 -2.46686 -3.49739 -0.147
C 3.98329 -1.17707 -3.18849 0.500
F 5.27655 -1.01307 -2.87296 -0.146
F 3.70231 -0.37256 -4.28038 -0.191
S 2.64698 -0.56494 -1.96839 1.266
O 1.37576 -0.48382 -2.76308 -0.601
O 2.56590 -1.67821 -1.01464 -0.655
N 3.10526 0.83407 -1.29142 -0.450
S 2.08391 1.34301 0.00956 1.089
O 2.07458 0.32313 1.02646 -0.542
O 0.75566 1.62539 -0.64100 -0.601
C 2.40224 2.98011 0.95268 0.564
F 3.61247 2.83095 1.61586 -0.184
F 1.46080 3.23817 1.81488 -0.138
F 2.54949 3.90819 0.03424 -0.149
C -1.02396 -1.81127 4.20587 -0.978
C -0.44445 -1.87379 2.88977 0.588
N -0.09582 -1.95116 1.75961 -0.398
H -2.13504 -1.92412 4.11285 0.336
H -0.77504 -0.84897 4.73415 0.330
H -0.70514 -2.63008 4.81174 0.375
```

Its gap between HOMO and LUMO (spin up / spin down) is 8.3 / 8.8 eV. Its spin multiplicity is 4. As for the energy relative to the best compared isomer or geometry (same formula, charge and spin): 0.0 kJ/mol. The charge is +2. Its expectation value of S² is 3.75.

A molecular structure, C39H37BiBrClN7O7S. Source: the Open Molecules 2025 dataset; level of theory: ωB97M-V/def2-TZVPD.

The geometry in XYZ format:
```
94
Properties=species:S:1:pos:R:3:mulliken_charge:R:1
Bi 0.16117 0.64599 0.40037 1.344
Cl 0.21136 -6.89944 0.46549 -0.195
C 0.31956 -5.19825 0.15503 0.193
C 1.11504 -4.73484 -0.90986 -0.699
C 1.18736 -3.39825 -1.19207 -0.106
C 0.47897 -2.44267 -0.42734 0.523
O 0.54043 -1.19100 -0.76997 -0.888
C -0.29488 -2.91421 0.66720 -0.166
C -1.10490 -2.09763 1.50073 0.351
N -1.24576 -0.80310 1.52437 -0.054
C -2.23853 -0.24042 2.37059 0.310
C -3.31994 -0.92496 2.86310 -0.343
C -4.24598 -0.30809 3.72756 -1.287
C -4.10749 0.99983 4.08640 -0.856
C -3.03283 1.75411 3.56456 1.217
C -2.83107 3.11984 3.86697 -0.594
C -1.78155 3.79441 3.31574 -1.132
C -0.92581 3.11077 2.43512 -0.163
N -1.08542 1.83955 2.14344 0.001
C -2.11007 1.13697 2.69696 0.235
C -0.36065 -4.30731 0.92745 -1.415
H 1.64969 -5.45176 -1.51930 0.417
H 1.77071 -3.03880 -2.02849 0.453
H -1.68915 -2.66063 2.22818 0.688
H -3.49601 -1.95239 2.58163 0.164
H -5.07805 -0.89013 4.09929 0.430
H -4.81416 1.47510 4.75368 0.430
H -3.52248 3.61715 4.53588 0.449
H -1.60266 4.83868 3.52658 0.462
H -0.09736 3.61410 1.95397 0.560
H -0.96783 -4.66127 1.75254 0.498
C 3.03318 2.89510 2.72640 -1.118
O 2.20621 3.04431 1.57713 -0.014
C 2.71508 3.76923 0.53914 0.725
C 3.95997 4.37002 0.53121 -0.641
C 4.34742 5.12081 -0.57526 -0.589
Br 6.04318 5.94795 -0.56036 -0.186
C 3.52414 5.26867 -1.66660 -0.804
C 2.27697 4.64033 -1.67108 0.731
C 1.87466 3.90360 -0.56915 0.234
O 0.63557 3.30536 -0.47467 -0.212
C 1.37894 4.81116 -2.82511 0.168
N 1.13303 5.93175 -3.42042 -0.718
C 0.22869 5.61944 -4.43438 0.552
C -0.36068 6.45189 -5.38166 -0.750
C -1.22063 5.87276 -6.29380 -0.513
C -1.49759 4.49810 -6.26965 -0.506
C -0.92978 3.66125 -5.32675 -0.969
C -0.06762 4.25439 -4.41469 0.587
N 0.64590 3.74052 -3.33217 -0.076
H 3.27843 3.86528 3.16215 0.383
H 3.95188 2.35950 2.48043 0.390
H 2.45446 2.31458 3.43983 0.293
H 4.63115 4.27512 1.37068 0.518
H 3.81960 5.86074 -2.52047 0.579
H 0.11636 3.52586 -1.26611 0.276
H -0.14095 7.51041 -5.39615 0.453
H -1.69233 6.48816 -7.04771 0.392
H -2.17350 4.08434 -7.00573 0.391
H -1.15013 2.60187 -5.30913 0.413
H 0.99183 2.79320 -3.30291 0.234
C -1.49157 1.14124 -0.98653 -1.043
H -2.11754 1.91859 -0.55050 0.432
H -2.06365 0.22853 -1.15637 0.236
H -1.07404 1.49351 -1.92991 0.322
C -6.19320 -6.51287 -4.82648 -1.128
C -6.85351 -6.33011 -3.46892 -0.526
S -5.90912 -5.32598 -2.35513 1.228
O -5.55663 -4.08953 -3.00981 -0.633
O -6.60748 -5.27165 -1.09101 -0.693
C -4.40228 -6.24207 -2.07968 -0.829
C -3.56436 -5.58194 -0.98956 -1.445
N -3.02065 -4.28114 -1.37445 1.362
C -3.44683 -3.07381 -0.92280 0.930
N -2.77229 -2.07150 -1.46929 -0.345
C -1.89623 -2.64115 -2.33456 -0.746
C -2.02864 -3.99458 -2.29021 -0.725
N -1.25447 -4.95550 -2.99534 1.298
O -1.45426 -6.14312 -2.77786 -0.647
O -0.41127 -4.52617 -3.75742 -0.662
C -4.54410 -2.88810 0.06193 -1.896
H -6.87772 -7.03381 -5.49408 0.385
H -5.28375 -7.10912 -4.75808 0.293
H -5.94770 -5.54918 -5.26906 0.318
H -7.04899 -7.26833 -2.94891 0.403
H -7.79815 -5.78626 -3.54020 0.392
H -3.85201 -6.30975 -3.01507 0.513
H -4.68568 -7.24463 -1.75637 0.590
H -2.74123 -6.24139 -0.72836 0.320
H -4.18269 -5.42038 -0.10824 0.573
H -1.19624 -2.07256 -2.92244 0.576
H -4.41400 -3.50927 0.95049 0.369
H -5.51024 -3.14295 -0.37397 0.299
H -4.55875 -1.83964 0.35067 0.432
```

Its gap between HOMO and LUMO is 7.0 eV. As for the energy relative to the best compared isomer or geometry (same formula, charge and spin): 0.0 kJ/mol. The charge is +1.

2 unconnected molecules or ions with the total composition C2H4OS3 at a distorted geometry. Source: the Open Molecules 2025 dataset; level of theory: ωB97M-V/def2-TZVPD.

The geometry in XYZ format:
```
10
Properties=species:S:1:pos:R:3:mulliken_charge:R:1
O -1.16357 1.13017 -0.38860 -0.344
C -1.86923 0.06494 -0.36891 0.470
S -1.25295 -1.42781 -0.46575 -0.346
S -3.68802 0.33260 -0.12198 -0.175
H -0.21061 1.10299 -0.19036 0.199
H -3.63804 1.62528 -0.26597 0.131
C 2.01701 -0.85026 0.02778 -0.200
S 1.77131 0.43968 -0.86291 -0.234
H 2.71466 -1.71704 -0.37145 0.203
H 1.51332 -1.06070 0.98192 0.295
```

Its gap between HOMO and LUMO is 8.0 eV. As for the energy relative to the best compared isomer or geometry (same formula, charge and spin): 174.7 kJ/mol.

- What is the formula in the second record?
  C39H37BiBrClN7O7S

- Which of these has the highest energy relative to the best compared isomer or geometry (same formula, charge and spin)?
  C2H4OS3

- What is the formula in the second record?
  C39H37BiBrClN7O7S

- What is the energy relative to the best compared isomer or geometry (same formula, charge and spin) in the first record?
  0.0 kJ/mol